# 1
{
  "formula": "C3H11NO2",
  "method": "ωB97M-V/def2-TZVPD",
  "e_above_lowest_kj_mol": 110.65,
  "charge": 0,
  "orbital_gap_ev": 9.9,
  "e_tot_ev": -8873.3427,
  "homo_energy_ev": -8.97,
  "max_force_ha_per_bohr": 0.05116,
  "symbols": ["C", "N", "C", "O", "C", "H", "H", "H", "H", "H", "H", "H", "H", "H", "H", "H", "O"],
  "coordinates": [[-1.8433, -1.2268, -0.4981], [-0.4153, -1.2137, -0.1342], [-0.1553, -1.0573, 1.2480], [-1.0750, -1.7671, 2.1905], [-2.1985, 0.0800, -1.2411], [-2.0020, -1.9740, -1.2843], [-2.4406, -1.4741, 0.3703], [0.1500, -1.8603, -0.6484], [0.8575, -1.2915, 1.5293], [-0.5419, -0.0609, 1.4878], [-0.6032, -2.5598, 2.4733], [-3.1982, 0.4964, -1.1440], [-1.5957, 0.7957, -0.6758], [-1.8334, 0.0888, -2.2655], [6.3082, 4.4432, -0.7930], [5.2539, 4.2146, 0.1596], [5.3329, 4.3667, -0.7742]],
  "atomic_forces_ev_per_a": [[0.1908, 0.0238, -1.8645], [-0.3487, -0.5494, -0.0835], [-2.4336, 0.6382, 0.7687], [1.2221, -0.5395, -0.6709], [0.8107, 0.8798, 1.6711], [0.0746, -0.5395, 0.6406], [-0.2209, 0.1795, -0.0189], [0.0551, -0.4414, 0.1649], [0.3922, 0.3487, -0.1097], [1.0384, 0.3029, 0.1607], [-0.3173, -0.0750, 0.0057], [-0.3587, -0.6040, -0.2577], [0.0631, 0.4754, -0.3939], [-0.1684, -0.0997, -0.0125], [-0.6049, 0.0591, -0.6574], [-0.7730, -0.1877, 0.8397], [1.3785, 0.1289, -0.1825]]
}

# 2
{
  "formula": "C7H9B3ErF2INO7",
  "method": "ωB97M-V/def2-TZVPD",
  "charge": 3,
  "orbital_gap_ev": [6.2, 5.3],
  "e_tot_ev": -66387.2383,
  "spin_multiplicity": 4,
  "homo_energy_ev": [-17.96, -17.90],
  "s_squared": 3.837,
  "max_force_ha_per_bohr": 0.13226,
  "symbols": ["C", "C", "O", "C", "B", "O", "B", "C", "C", "O", "I", "O", "B", "N", "C", "O", "F", "C", "O", "F", "O", "H", "H", "H", "H", "H", "H", "H", "H", "H", "Er"],
  "coordinates": [[3.1634, -0.1581, 0.6579], [2.6806, -1.2589, -0.3188], [1.8640, -2.2117, 0.3901], [2.0131, -0.7026, -1.5909], [0.4884, -0.4201, -1.4308], [-0.3946, -1.4132, -1.0356], [-1.6324, -0.9834, -0.7187], [-2.6753, -2.1155, -0.2887], [-2.5378, -2.3362, 1.2081], [-3.2851, -2.0044, 1.9568], [-0.6885, -3.3874, 1.9365], [-2.0295, 0.3583, -0.6945], [-0.9885, 1.2228, -0.8834], [-0.8144, 2.5641, -0.1793], [0.1389, 2.5021, 0.9505], [0.9333, 3.2901, 1.0591], [-0.0110, 1.5017, 1.7636], [-1.9609, 3.1765, 0.1490], [-2.0297, 4.3966, -0.0194], [-3.0588, 2.5641, 0.6968], [-0.0013, 0.8806, -1.7281], [4.1900, 0.0816, 0.3693], [2.5560, 0.7481, 0.5907], [3.2347, -0.5581, 1.6682], [3.5807, -1.7972, -0.6312], [2.4248, -2.7410, 0.9584], [2.1105, -1.4744, -2.3651], [2.5351, 0.2125, -1.8672], [-3.7057, -1.8671, -0.5327], [-2.3650, -3.0360, -0.7940], [-3.7350, 4.9663, 0.7237]],
  "atomic_forces_ev_per_a": [[0.2609, -0.5270, -0.8578], [1.0968, 0.2680, 0.7513], [-1.0649, -0.0686, -0.3244], [-0.5894, -0.4913, 0.7024], [1.7677, -0.3008, -1.1828], [-0.1987, 1.3140, 0.1362], [-1.4285, -1.1945, -0.0951], [1.3338, -0.4150, -0.0733], [1.6904, -0.6245, -5.8198], [-3.6357, 1.4884, 5.3952], [0.9433, -0.3306, 0.0980], [0.3580, 0.3861, 0.9321], [0.2166, -0.6267, -1.4463], [-2.4014, -2.7867, 0.5701], [-1.1809, -1.1246, -0.7767], [3.4236, 3.5489, 0.5882], [-1.0191, -1.2641, -0.0552], [2.5726, 0.9660, -0.8363], [2.8212, -2.0333, -1.0471], [0.6596, 0.4476, -0.5633], [0.2753, -0.0884, 1.4389], [-0.1512, 0.3748, 0.0293], [0.0069, -0.0195, 0.2814], [-0.2450, 0.1792, 0.0612], [-0.1534, -0.0498, -0.0725], [0.4129, -0.0373, 0.0155], [0.0525, 0.2538, -0.1432], [0.1028, -0.1824, -0.2449], [-0.0947, -0.0595, 0.3574], [-0.1019, 0.0934, -0.0522], [-5.7301, 2.9043, 2.2334]]
}

# 3
{
  "formula": "CH6NO2",
  "method": "ωB97M-V/def2-TZVPD",
  "e_above_lowest_kj_mol": 93.93,
  "charge": -1,
  "orbital_gap_ev": 7.0,
  "e_tot_ev": -6718.8572,
  "homo_energy_ev": -2.33,
  "max_force_ha_per_bohr": 0.03652,
  "symbols": ["O", "H", "N", "C", "O", "H", "H", "H", "H", "H"],
  "coordinates": [[-0.3412, -2.0815, 1.1526], [-0.5623, -2.2465, 0.2576], [-0.6821, 0.7258, 0.5266], [0.5570, 0.7213, -0.1655], [0.6108, 0.4890, -1.6334], [-0.5294, -1.1360, 1.3074], [-1.0919, 1.6160, 0.2335], [1.1822, -0.1098, 0.2059], [1.1643, 1.6245, 0.0311], [-0.3074, 0.3973, -1.9157]],
  "atomic_forces_ev_per_a": [[0.4234, -0.4507, 1.7732], [-0.3372, 0.1830, -1.2504], [0.5531, -0.0763, -1.3987], [0.5242, -0.7527, 1.4761], [-0.3210, 0.3272, -0.2865], [-0.2139, 0.4298, -0.6005], [-0.3617, -0.0174, 0.4638], [-0.1700, 0.0877, 0.0719], [-0.0413, 0.2657, -0.5684], [-0.0555, 0.0037, 0.3195]]
}

# 4
{
  "formula": "C2H4N4",
  "method": "ωB97M-V/def2-TZVPD",
  "e_above_lowest_kj_mol": 474.53,
  "charge": 0,
  "orbital_gap_ev": 7.4,
  "e_tot_ev": -8094.3959,
  "homo_energy_ev": -7.73,
  "max_force_ha_per_bohr": 0.00890,
  "symbols": ["N", "C", "C", "N", "N", "N", "H", "H", "H", "H"],
  "coordinates": [[0.5421, 1.0474, 0.8041], [-0.0093, -0.0780, 0.0640], [-0.1725, -1.2234, 0.7821], [-0.7005, -2.0817, -0.1933], [-0.8286, -1.5049, -1.3455], [-0.4005, -0.2285, -1.2319], [-0.0708, 1.8564, 0.9454], [1.4752, 1.3704, 0.5301], [0.6019, 0.4790, 1.6906], [-0.4371, 0.3633, -2.0456]],
  "atomic_forces_ev_per_a": [[0.0612, 0.1092, 0.0964], [-0.0626, -0.2864, 0.0851], [-0.0958, 0.0885, -0.4386], [-0.0314, 0.0217, -0.1547], [0.0332, -0.0439, 0.1774], [0.0593, 0.0411, 0.1827], [0.0462, -0.1779, -0.1001], [-0.1718, -0.1054, -0.0387], [0.1121, 0.3425, 0.0163], [0.0497, 0.0105, 0.1741]]
}

# 5
{
  "formula": "C17H20N2O2S",
  "method": "ωB97M-V/def2-TZVPD",
  "e_above_lowest_kj_mol": 144.37,
  "charge": 0,
  "orbital_gap_ev": 9.2,
  "e_tot_ev": -35863.9163,
  "homo_energy_ev": -9.03,
  "max_force_ha_per_bohr": 0.05718,
  "symbols": ["O", "O", "S", "C", "C", "C", "C", "C", "C", "C", "C", "C", "C", "C", "C", "N", "N", "C", "C", "C", "C", "C", "H", "H", "H", "H", "H", "H", "H", "H", "H", "H", "H", "H", "H", "H", "H", "H", "H", "H", "H", "H"],
  "coordinates": [[-5.1552, -4.0003, 0.4358], [3.0241, 2.5935, -0.1883], [2.1076, -1.0911, -3.3235], [-4.1491, -3.4945, -0.0383], [2.1366, 1.8306, -0.4942], [3.7296, -0.4018, -3.0851], [1.4814, -0.0512, -2.0510], [3.7317, 0.5357, -2.0962], [2.4299, 0.7675, -1.4927], [-3.5937, -2.3780, 2.1183], [-2.0554, -2.0973, 0.2522], [-2.7663, -1.6337, 2.9206], [-1.2423, -1.3424, 1.1007], [-3.2429, -2.6524, 0.7725], [-1.5940, -1.0985, 2.4195], [-3.9926, -3.7165, -1.3633], [0.4876, 1.7265, 1.4553], [0.7640, 2.1583, 0.0608], [-0.6342, -0.3227, 3.3080], [-1.1653, 3.4226, 2.2102], [-0.9920, 1.1760, 3.3340], [-0.8524, 1.9395, 1.9871], [4.6015, -0.7633, -3.5743], [0.4466, -0.0614, -1.7300], [4.6114, 1.0502, -1.7454], [-4.4670, -2.8665, 2.5614], [-1.8141, -2.2124, -0.7691], [-3.0272, -1.5008, 3.9771], [-0.3200, -0.8486, 0.7810], [-3.1010, -3.4366, -1.8073], [-4.5000, -4.5135, -1.7121], [1.1807, 2.0646, 2.0916], [0.0116, 1.7189, -0.5732], [0.5566, 3.2424, -0.0238], [0.3770, -0.4943, 2.9639], [-0.6946, -0.6979, 4.3446], [-2.1780, 3.5533, 2.6102], [-1.1078, 3.9630, 1.2573], [-0.4068, 3.8238, 2.9251], [-2.0366, 1.2908, 3.6577], [-0.3604, 1.6450, 4.0939], [-1.5832, 1.5169, 1.3484]],
  "atomic_forces_ev_per_a": [[-0.0209, 0.0116, 1.1030], [0.6816, 0.0482, 0.2648], [0.7330, 1.3144, 1.2207], [-1.9067, -0.7520, 0.1671], [0.4533, 0.7508, 0.1901], [-1.4199, 0.3173, 1.1147], [0.3950, -0.1854, -0.2439], [-0.5827, -0.1032, 0.0926], [-0.3148, -0.8763, -0.8017], [-0.2172, -1.1020, -0.7240], [-0.8563, 0.2364, 1.7759], [-0.2371, 0.1355, 0.5844], [0.0826, 0.3696, -0.4520], [0.7357, 0.8736, 0.2898], [0.8657, -0.1011, 0.4290], [2.5524, 1.0004, -1.0622], [0.3204, -1.0057, -1.2881], [-1.5984, 0.1815, 0.7899], [-0.9377, 0.0466, 0.0791], [0.3232, -0.0436, 0.1365], [0.1935, 0.0597, -0.2599], [0.8330, 0.3290, 1.4896], [0.2321, -0.2905, -0.5457], [0.0461, -0.2186, -0.3758], [0.1006, 0.0627, -0.0971], [0.1810, 0.2658, -0.4631], [0.4207, -0.1990, -0.9190], [0.1107, 0.0396, -0.4006], [-0.2157, -0.3878, -0.2696], [-1.1224, -0.6065, 0.2330], [0.0556, 0.1540, -0.1024], [0.4315, 0.3455, 0.2484], [-0.4810, -0.4688, -0.1603], [0.7372, -0.2112, -0.2740], [0.2533, 0.1710, -0.0982], [-0.0437, 0.0560, -0.3888], [0.2447, 0.0653, 0.0305], [0.0327, 0.0610, 0.2895], [-0.6614, -0.0381, -0.5054], [0.2271, -0.0261, 0.0437], [-0.0189, 0.2085, -0.0251], [-0.6074, -0.4882, -1.1150]]
}

# 6
{
  "formula": "C3H9NS",
  "method": "ωB97M-V/def2-TZVPD",
  "e_above_lowest_kj_mol": 69.93,
  "charge": 0,
  "orbital_gap_ev": 9.5,
  "e_tot_ev": -15581.6058,
  "homo_energy_ev": -8.61,
  "max_force_ha_per_bohr": 0.03794,
  "symbols": ["C", "N", "C", "C", "S", "H", "H", "H", "H", "H", "H", "H", "H", "H"],
  "coordinates": [[2.1224, -0.3502, -0.1552], [0.7657, -0.8405, -0.1852], [-0.2248, -0.0108, 0.4856], [-1.5711, -0.0791, -0.1802], [-2.8496, 0.9704, 0.6320], [2.4924, -0.3949, 0.8736], [2.1962, 0.7126, -0.4110], [2.7522, -1.0107, -0.7446], [0.3970, -1.1633, -1.0656], [-0.2128, -0.2654, 1.5604], [0.1686, 1.0164, 0.5631], [-1.4326, 0.3123, -1.1935], [-1.9532, -1.0914, -0.2823], [-2.6504, 2.1947, 0.1030]],
  "atomic_forces_ev_per_a": [[-0.3371, -0.1251, 0.5377], [-0.8474, -0.3612, 0.1217], [1.4444, 0.1116, 1.3071], [0.0455, 1.2969, -0.4668], [-0.1542, -0.4776, 0.2035], [0.0075, -0.1799, 0.0418], [0.1822, 0.0026, -0.5324], [0.1364, 0.2917, -0.2122], [0.5382, 0.1488, -0.2882], [-0.6234, -0.3399, -0.2434], [-0.4345, 0.2354, -0.5977], [-0.1946, -0.1542, 0.0050], [-0.1434, -0.0285, 0.3020], [0.3804, -0.4206, -0.1779]]
}

# 7
{
  "formula": "CBiF3MgNO4S3",
  "method": "ωB97M-V/def2-TZVPD",
  "e_above_lowest_kj_mol": 0.00,
  "charge": 1,
  "orbital_gap_ev": [4.1, 4.1],
  "e_tot_ev": -62650.4408,
  "homo_energy_ev": [-11.70, -11.70],
  "max_force_ha_per_bohr": 0.19015,
  "symbols": ["Bi", "N", "S", "O", "C", "F", "F", "F", "Mg", "S", "O", "S", "O", "O"],
  "coordinates": [[-0.7184, 0.5768, 2.3908], [1.1092, 0.3230, 1.7521], [1.5244, -0.2767, 0.4576], [0.5272, -0.8848, -0.5417], [2.0736, 1.1016, -0.6763], [3.3970, 1.1360, -0.7384], [1.6175, 2.2609, -0.1890], [1.5745, 0.9672, -1.8992], [-1.3209, -0.4648, -0.7997], [-3.8945, -1.5123, -0.8143], [-3.0773, -0.4853, -1.8006], [-3.4269, -1.1125, 1.2879], [-2.0010, -0.3275, 1.0638], [2.6156, -1.3014, 0.5069]],
  "atomic_forces_ev_per_a": [[-1.2079, 0.9301, 2.5762], [-0.6996, 0.8725, 1.2443], [5.0173, -6.4229, -5.4019], [-1.0796, 1.3502, 1.8478], [1.0333, 0.9441, -0.0851], [-0.6528, -0.0977, 0.1288], [-0.0972, 0.0999, 0.1562], [0.0728, -0.2313, 0.2319], [-1.1690, -0.8184, -1.7312], [0.9611, 0.0026, -0.5688], [0.4298, -0.1547, 2.1403], [-2.0599, 0.0099, -0.3412], [2.0273, 0.1305, -0.9293], [-2.5756, 3.3852, 0.7321]]
}

What is the formula in the first record? C3H11NO2